The ion C5H12NO with charge -1 in a non-equilibrium geometry. Source: OMol25; level of theory: ωB97M-V with the def2-TZVPD basis set.

Results
Orbital gap   6.305 eV
LUMO level   3.91 eV
ΔE to the lowest compared entry with this formula, charge and spin   0.9729 eV
SMILES   CCC[C@H](N)C[O-]

```
! wB97M-V def2-TZVPD RIJCOSX def2/J DEFGRID3
* xyz -1 1
O -1.3233 2.4283 0.7416
N -0.5117 -0.2916 1.5818
C -1.3411 1.3641 -0.0657
C 1.3506 -0.9116 -1.2387
C -0.1050 -0.7328 -0.9627
C -0.2702 0.3278 0.2176
C 2.1150 -1.8762 -0.2469
H -1.3068 1.5963 -1.2074
H -2.3100 0.8008 -0.2239
H 1.5356 -1.3060 -2.2730
H 3.1838 -1.7536 -0.4072
H -0.7316 -0.3847 -1.8211
H -1.1429 0.4192 1.9819
H 0.6445 0.8758 0.4032
H 1.9038 -1.4606 0.7474
H -1.2048 -1.0351 1.4148
H 1.7168 -2.8777 -0.5224
H 1.8899 0.0456 -1.2963
H -0.7238 -1.5191 -0.5590
*
```



A cluster of 6 separate species, C18H48O6 in total in a non-equilibrium geometry. Source: OMol25; level of theory: ωB97M-V with the def2-TZVPD basis set.

Results
Orbital gap   10.493 eV
LUMO level   0.56 eV
ΔE to the lowest compared entry with this formula, charge and spin   2.7996 eV
SMILES   CC(C)O.CC(C)O.CC(C)O.CC(C)O.CC(C)O.CC(C)O

```
! wB97M-V def2-TZVPD RIJCOSX def2/J DEFGRID3
* xyz 0 1
O 9.4925 -1.0528 8.4006
O -2.8230 7.5137 -2.9223
O -0.4463 1.5937 -4.0911
O -0.2845 1.4367 2.2691
O -9.2526 -2.1226 -2.7262
O -0.1286 -8.3774 -1.2343
C 7.1133 -0.6693 8.1392
C 2.1012 1.5871 2.5321
C 0.8448 -9.4003 0.6055
C -0.1202 -9.5496 -0.5240
C 0.9387 -0.6495 2.2057
C 0.7979 0.7827 2.8318
C -8.2414 -1.1926 -2.5461
C 8.5160 -0.6025 7.4900
C 0.0501 -10.7891 -1.4369
C 8.8791 0.6522 6.8180
C -7.0209 -1.7528 -1.8554
C -8.7623 -0.0769 -1.6267
C -2.6193 8.6505 -2.1396
C -2.6110 9.8058 -3.0167
C 1.1211 0.3590 -5.1924
C 0.9786 2.8435 -5.4702
C 0.2380 1.5381 -5.3442
C -1.2990 8.4760 -1.3648
H -6.1151 -1.1623 -1.9926
H -1.1242 -9.6325 -0.1079
H -9.6693 0.3024 -2.0975
H -0.4094 8.3651 -1.9849
H -9.0214 -0.4167 -0.6240
H -1.7169 9.8251 -3.6399
H 1.6520 2.7900 -4.6147
H -7.9871 -0.7053 -3.4873
H -1.0128 9.3074 -0.7205
H 0.4803 -0.5225 -5.1747
H -3.6555 7.5029 -3.4002
H 0.7654 0.6494 3.9132
H 0.5417 3.8392 -5.3939
H 0.9524 -10.5560 -2.0022
H -0.7959 -10.9065 -2.1141
H -1.4835 7.7652 -0.5592
H -3.4397 9.8938 -3.7192
H 9.5595 -0.3739 9.0760
H -0.3183 1.3471 1.3139
H 8.9318 1.3321 7.6684
H 0.2283 -11.7222 -0.9023
H -0.4905 1.3757 -6.1386
H -0.0152 -1.1716 2.2803
H 1.7685 0.2086 -6.0563
H 6.3280 -0.6625 7.3834
H -7.9711 0.6694 -1.5547
H -9.4522 -2.4395 -1.8423
H 9.7898 0.5087 6.2364
H -6.6696 -2.7346 -2.1728
H -3.4282 8.8018 -1.4248
H 8.1415 1.0480 6.1198
H -2.6301 10.7330 -2.4440
H 7.2199 -1.6690 8.5604
H 1.8017 0.3961 -4.3417
H 1.5167 2.9096 -6.4158
H 8.4859 -1.3586 6.7054
H 1.6584 -1.3004 2.7022
H 0.7346 -10.3451 1.1378
H 2.2541 1.6615 1.4555
H -0.5751 -8.4400 -2.0818
H 0.7510 -8.5042 1.2190
H -7.2124 -1.8799 -0.7899
H 7.0146 0.1835 8.8109
H 1.9969 2.5601 3.0122
H 2.9995 1.1457 2.9638
H -0.9806 2.3908 -4.0644
H 1.9027 -9.4182 0.3437
H 1.2371 -0.5945 1.1588
*
```



A cluster of 13 separate species, C37H95N5O26 in total in a non-equilibrium geometry. Source: OMol25; level of theory: ωB97M-V with the def2-TZVPD basis set.

Results
Orbital gap   9.030 eV
LUMO level   -0.43 eV
ΔE to the lowest compared entry with this formula, charge and spin   7.1590 eV

```
! wB97M-V def2-TZVPD RIJCOSX def2/J DEFGRID3
* xyz 0 1
O -2.6049 7.4480 -2.8045
O -0.6560 -6.4753 5.3324
O 2.8632 -3.2092 -6.8842
O 6.0259 0.4555 -5.2053
O 7.6980 -4.6636 8.1643
O 6.5757 2.5168 -4.9264
O 0.6094 0.0682 -1.4967
O 4.9937 0.2646 4.8877
O 8.3345 -4.9840 3.4709
O 3.6758 6.1009 2.6996
O 3.2833 0.2316 6.3336
O -3.0536 10.4278 -2.0365
O -6.0812 4.8481 -7.4314
O -8.7254 6.4560 -7.0553
O 4.0831 -4.8614 -3.7883
O 5.7199 -10.4636 6.3005
O -8.1885 3.6863 0.8299
O -10.5024 1.6211 2.8004
O -1.7497 -4.9446 6.3656
O 3.9915 -9.7718 3.9857
O -4.3500 -2.9720 -4.4103
O -3.3721 -4.3758 -1.2799
O 7.2177 -6.4644 9.3082
O 2.2376 -2.2408 1.0415
O 2.2760 8.6994 3.9736
O 9.5896 -4.2206 1.8935
N -0.8054 -5.3431 5.6677
N 8.9508 -4.0951 2.9290
N 7.0246 -5.6483 8.3621
N 4.0714 0.7912 5.5749
N 5.9167 1.5308 -4.6968
C -4.7293 4.5751 -7.8515
C 5.6790 -11.1981 5.1271
C 3.7857 -4.6260 -5.1698
C 8.8519 -2.7456 3.6413
C -1.9603 9.6678 -1.8972
C -6.3796 5.9793 -6.6084
C 0.2143 -4.3548 5.2362
C -2.1152 8.2032 -1.6875
C 3.3150 -3.1523 1.1808
C 4.7423 7.0898 2.9210
C 5.7948 -5.6566 7.5306
C -3.6345 -5.4851 -0.4080
C -11.2523 1.6656 4.0248
C -4.1379 -1.6071 -4.8904
C -8.9973 2.5480 1.1419
C -7.8370 5.9228 -6.1656
C 1.0243 -0.4503 -0.1753
C 4.9937 1.6927 -3.5749
C 2.9049 -9.6874 3.0640
C 1.6366 9.3481 5.0027
C 4.9307 -11.0081 7.4020
C 2.1170 -3.9656 -7.8842
C -4.3145 -3.0574 -3.0693
C -0.4535 1.0855 -1.3563
C 5.3442 -5.3516 -3.5906
C -7.1607 3.3950 -0.0946
C 2.0214 -1.6551 -0.2479
C -8.7836 5.7409 -8.2270
C 4.5334 -11.1132 4.1300
C 2.3624 6.6942 2.5327
C -4.1980 -4.4268 -2.4690
C 3.8322 2.2298 5.2484
C -9.8471 2.8205 2.3778
C -1.6570 7.1802 -3.8038
C -4.1098 9.8956 -2.7811
C 2.6938 -3.5940 -5.4664
C 1.8444 7.3366 3.8486
H 6.4435 -10.6911 4.5384
H 4.9701 -10.3506 8.2705
H 8.2807 -2.0419 3.0358
H -8.0694 4.9220 -5.8014
H -6.5595 4.2802 -0.3021
H 5.9373 -5.4795 6.4645
H 3.8901 -11.1680 7.1198
H 4.5703 7.4565 3.9330
H -0.3162 -3.4145 5.0866
H 2.9318 -1.5793 -0.8424
H 4.6451 2.5322 4.5882
H 5.6995 -5.9193 -4.4506
H -4.5425 -5.3363 0.1763
H 0.1419 -0.8525 0.3225
H 1.3097 -4.5748 -7.4776
H -1.2591 0.5743 -0.8293
H -7.8427 5.9776 -8.7237
H 2.0307 -10.1268 3.5446
H 8.1783 -2.9618 4.4704
H 0.7647 7.1922 3.8123
H -6.0227 6.9148 -7.0392
H 3.9302 1.6329 -3.8063
H -8.9810 4.6718 -8.1476
H 3.6456 -11.6243 4.5022
H 5.3638 -4.7739 8.0030
H -1.5039 7.9508 -4.5593
H 0.9580 -4.2094 6.0196
H -4.9552 3.8837 -8.6633
H -3.3749 -2.6145 -2.7389
H -9.6059 6.2090 -8.7682
H -2.8574 8.1006 -0.8958
H -0.8295 1.3834 -2.3351
H 3.4860 -5.5596 -5.6459
H -4.2076 5.3901 -8.3530
H 4.2858 -2.7479 0.8941
H 5.9260 -12.2489 5.2787
H 2.8516 -8.6879 2.6324
H 5.2087 2.6485 -3.0970
H -11.4300 0.6426 4.3565
H 4.6196 7.8815 2.1819
H -4.6853 9.2375 -2.1302
H 2.1276 10.3043 5.1838
H -9.5886 2.2279 0.2840
H 1.4455 0.3803 0.3912
H -7.5437 3.1681 -1.0896
H 1.7273 -3.7935 -5.0037
H 5.2673 -11.9994 7.7057
H 5.2642 0.9059 -2.8708
H 0.6012 9.5630 4.7384
H 3.7196 2.7321 6.2092
H 2.5292 7.4331 1.7489
H -9.2809 3.3518 3.1427
H -5.1202 -2.5049 -2.5859
H -3.7626 -5.0925 -3.2142
H -0.7464 6.7887 -3.3503
H 5.3165 -6.6120 7.7464
H 2.8368 -4.6395 -8.3488
H -6.5753 2.5674 0.3061
H -1.2676 7.7598 -1.1650
H -5.7951 5.7920 -5.7076
H 4.7070 -11.6212 3.1813
H 1.5676 8.6861 5.8659
H 9.7921 -2.3626 4.0382
H 5.7499 6.6761 2.9620
H 3.1425 -4.1190 0.7076
H -4.8595 10.6669 -2.9572
H -1.1645 10.1411 -1.3221
H 3.2081 -10.1939 2.1477
H -2.7715 -5.6247 0.2430
H 4.7047 -4.3097 -5.6633
H 1.6891 5.9836 2.0534
H 2.1449 6.7801 4.7363
H 2.9310 2.2660 4.6363
H -3.1336 -1.3378 -4.5630
H 5.3911 -5.9036 -2.6519
H -8.3848 1.6960 1.4369
H -7.9161 6.5079 -5.2493
H -5.2072 -4.7542 -2.2192
H 1.5461 -2.4389 -0.8378
H -12.1604 2.2260 3.8025
H 2.8564 -2.7257 -4.8279
H 3.4017 -3.3951 2.2398
H -4.9441 -0.9797 -4.5102
H 0.5966 -4.6702 4.2653
H -3.9834 9.3812 -3.7338
H -10.6090 2.1507 4.7589
H 5.9443 -4.4603 -3.4073
H -0.2172 2.0111 -0.8313
H -4.0923 -1.4972 -5.9739
H -2.1917 6.3859 -4.3247
H -10.6470 3.4599 2.0043
H -3.6707 -6.4303 -0.9497
H -4.0512 4.0411 -7.1857
H 1.7686 -3.3235 -8.6932
H -1.4223 9.8878 -2.8192
*
```



A cluster of 2 separate species, C4H11NO in total in a non-equilibrium geometry. Source: OMol25; level of theory: ωB97M-V with the def2-TZVPD basis set.

Results
Orbital gap   10.165 eV
LUMO level   0.93 eV
ΔE to the lowest compared entry with this formula, charge and spin   2.1678 eV
SMILES   C=CCNC.O

```
! wB97M-V def2-TZVPD RIJCOSX def2/J DEFGRID3
* xyz 0 1
O 0.9812 2.4497 -0.3178
N 0.7224 -0.0826 0.7525
C -1.3598 -0.2562 -2.1260
C -0.2035 -0.5818 -1.5431
C -0.0813 -0.9866 -0.0963
C 0.3690 -0.1841 2.1626
H -1.5560 -0.5652 -3.1456
H -1.0857 -1.0246 0.3155
H 0.6926 -0.7545 -2.1362
H 1.7164 -0.2723 0.6975
H 0.3918 -1.9751 -0.0662
H 0.5381 -1.1864 2.5786
H -2.1129 0.2265 -1.5106
H -0.6923 -0.0140 2.3460
H 0.9406 0.5425 2.7297
H 0.4867 1.6369 -0.0675
H 0.2527 3.0276 -0.5730
*
```